(1)
96
Properties=species:S:1:pos:R:3:forces:R:3:mulliken_spin:R:1 method="wB97M-V/def2-TZVPD" e_homo_ev="-9.677 / -10.722" multiplicity=3 lumo_energy_ev="-2.70 / -2.70" homo_lumo_gap_ev="6.9779 / 8.0228" total_charge=+1
H -7.865 4.187 -2.630 -0.1 0.2 0.0 0.00
H 5.022 3.027 3.753 0.0 0.0 0.0 0.00
H 2.352 -1.683 1.236 0.0 0.0 0.1 0.00
C 1.977 4.175 -1.596 -0.3 0.1 0.5 0.00
H 0.098 -6.712 2.076 0.1 0.0 -0.1 0.00
H -1.769 -4.684 -1.416 0.0 0.0 0.0 0.00
H 1.840 2.024 -1.515 -0.1 -0.1 -0.1 0.00
O 0.240 2.706 -2.560 -0.4 -0.4 -0.2 0.00
H -0.790 -7.984 -0.080 0.1 0.0 0.0 0.00
N 0.911 -5.792 -0.421 -0.2 -1.1 0.7 0.38
C -7.647 3.740 -3.597 0.2 -0.4 0.1 0.00
H 0.997 -0.550 1.253 0.0 0.0 0.0 0.00
C 4.531 2.392 3.013 0.2 -0.2 -0.2 0.03
H 0.989 4.901 0.219 0.1 -0.1 0.2 0.00
C -0.973 3.262 -2.299 -0.2 0.4 0.4 0.00
H -2.115 -7.263 -0.973 0.0 0.0 0.0 0.00
C -6.139 3.530 -3.764 -0.4 0.0 0.1 0.00
H 2.395 -0.263 0.206 0.0 0.1 0.1 0.01
N 2.325 1.551 2.284 1.2 0.2 -0.9 0.41
C -1.781 0.914 -1.398 0.4 0.0 0.0 0.00
H 4.807 2.784 2.029 -0.1 0.0 0.0 0.00
H 6.099 0.923 2.894 0.0 0.0 0.0 0.00
H -4.154 2.651 -1.767 0.0 0.0 0.0 0.00
H -2.113 2.834 -0.485 0.2 0.1 0.1 0.00
H 2.878 4.227 1.849 0.0 -0.1 0.0 0.01
H 2.637 -4.316 1.000 0.0 0.0 0.0 -0.01
H 0.708 -3.111 -0.177 0.0 0.0 0.0 -0.02
H 4.551 0.287 1.151 -0.1 0.0 0.0 0.00
H -2.255 -5.401 0.635 0.0 0.0 0.0 0.00
C -1.634 -6.265 0.888 0.1 0.1 -0.1 -0.02
H 0.866 5.999 -1.141 -0.1 0.0 0.0 0.00
C 2.758 0.116 2.325 -0.4 -0.7 0.6 0.02
H 0.008 -3.049 1.440 0.1 -0.1 0.1 0.00
C -0.400 -5.825 1.675 -0.2 -0.3 0.0 0.03
H -5.911 2.583 -3.270 0.4 0.0 0.0 0.00
C 5.035 0.954 3.132 -0.1 0.0 0.0 -0.02
H -2.253 -6.908 1.516 0.0 0.0 0.0 0.00
O -3.457 0.271 0.178 -0.2 0.0 0.1 0.00
C 1.177 2.881 -1.468 0.4 0.0 -0.1 0.02
Br -5.904 6.404 -3.609 0.0 -0.1 0.0 0.00
H -0.520 -7.514 -2.973 -0.1 0.0 0.0 0.00
H -0.956 -3.630 0.111 0.0 -0.1 0.0 0.00
H -3.579 5.228 -4.282 -0.2 0.0 -0.1 0.00
H 1.481 4.021 2.916 0.0 0.0 0.0 0.00
C 3.018 2.518 3.194 -0.3 0.3 0.8 0.03
C 4.277 0.031 2.179 0.3 0.2 -0.1 0.03
C -2.013 2.422 -1.486 -0.4 -0.4 -0.5 0.00
H -5.864 3.432 -4.812 0.0 0.0 -0.1 0.00
H 0.670 2.817 -0.506 -0.1 0.0 0.0 -0.02
H 1.046 -6.692 -2.953 0.0 0.0 0.0 0.00
N -3.895 4.576 -3.581 0.2 -0.5 0.1 0.00
C 2.083 -0.629 1.183 0.0 0.1 -0.3 -0.02
O 2.260 1.991 1.074 -0.5 0.0 0.3 0.50
C -5.291 4.620 -3.139 0.0 0.4 -0.3 0.00
H 4.945 0.603 4.162 0.0 0.0 0.0 0.00
H -8.134 2.768 -3.600 -0.1 0.0 -0.1 0.00
C 2.301 -0.570 3.631 0.0 0.1 0.1 0.02
C 2.567 3.930 2.849 0.0 0.1 -0.3 -0.02
H -5.311 4.588 -2.053 0.0 0.0 0.1 0.00
C 1.890 -4.826 1.610 0.2 -0.1 0.1 -0.01
H -0.228 -4.298 -2.196 0.0 0.0 0.0 -0.01
O 1.767 -6.730 -0.200 0.1 0.4 -0.3 0.56
C -0.933 -5.100 -1.978 0.0 0.1 0.1 0.02
H -0.694 -5.215 2.532 0.0 0.0 0.0 0.00
H -0.857 4.197 -1.734 0.2 0.0 0.0 0.00
C 1.531 5.293 -0.640 -0.2 0.1 -0.3 0.00
H 3.015 3.931 -1.391 0.1 0.0 -0.1 0.00
H -1.341 4.459 -3.948 -0.1 -0.1 -0.3 0.00
H -8.070 4.325 -4.405 0.0 0.3 0.1 0.00
H 1.678 -4.210 2.485 -0.1 0.0 0.0 0.00
F -1.367 0.272 0.826 0.4 -0.1 0.4 0.00
H 2.109 -1.626 3.446 0.0 0.0 -0.1 0.00
C 0.051 -3.634 0.521 -0.1 0.1 -0.2 0.06
H 2.317 -5.764 1.956 0.0 0.0 -0.1 0.00
H -1.340 -5.440 -2.929 0.0 -0.1 0.0 0.00
C -1.232 -7.028 -0.375 -0.1 -0.1 0.3 0.03
N -1.724 3.613 -3.543 0.2 0.7 0.8 0.00
H 3.011 4.626 3.558 0.0 0.0 0.1 0.00
C 0.305 -7.201 -2.335 0.2 -0.2 0.0 0.00
C -0.235 -6.273 -1.255 -0.4 0.4 -0.7 0.01
H 2.375 5.875 -0.282 0.1 0.0 0.1 0.00
N -3.258 2.747 -2.219 -0.2 0.7 0.5 0.00
H 1.885 4.521 -2.622 0.3 -0.1 -0.2 0.00
H 4.581 -1.006 2.335 0.0 0.0 0.0 0.00
H 3.045 1.376 5.090 0.0 0.0 0.0 0.00
C 2.632 2.285 4.663 0.0 -0.2 0.0 0.01
H -2.327 0.388 -2.174 0.1 0.0 -0.2 0.00
H 0.764 -8.093 -1.916 0.0 0.1 0.0 0.00
C -3.025 3.696 -3.131 0.4 -0.7 -0.3 0.00
H 3.045 -0.527 4.424 0.0 0.1 0.0 0.00
H 3.009 3.110 5.266 0.0 0.1 -0.1 0.00
C -2.315 0.433 -0.086 -0.5 0.0 -0.3 0.00
C 0.599 -5.036 0.829 0.0 0.9 0.2 -0.03
H -0.716 0.704 -1.463 0.1 0.0 -0.1 0.00
H 1.373 -0.135 4.004 0.0 0.0 0.0 -0.01
H 1.548 2.255 4.778 0.0 0.0 0.0 -0.01



(2)
25
Properties=species:S:1:pos:R:3:forces:R:3:mulliken_spin:R:1 method="wB97M-V/def2-TZVPD" e_homo_ev="-9.612 / -9.609" multiplicity=2 lumo_energy_ev="0.52 / -3.50" homo_lumo_gap_ev="10.1332 / 6.1088"
N 1.285 1.002 -1.953 -1.0 3.9 0.3 0.00
O -3.215 -0.029 0.996 -1.6 0.2 -0.6 0.03
H 2.028 -2.156 -2.090 -0.2 0.0 0.1 0.00
I -2.447 0.393 -2.578 -0.2 0.0 0.2 0.97
H 1.056 -0.066 1.042 -0.3 0.1 -0.3 0.00
C -2.448 -0.580 3.156 1.6 0.4 0.1 0.01
C 1.961 -0.083 -1.699 1.4 -2.4 1.2 0.00
C -2.262 -0.334 1.679 -0.1 0.5 -0.6 0.00
H 2.080 2.434 -0.464 0.7 -0.7 -0.4 0.00
H -2.664 -1.637 3.311 -0.3 0.2 0.2 0.00
H -3.138 0.140 3.596 -0.5 -0.5 -0.5 0.00
O 3.038 -0.144 -1.113 -0.2 0.6 -0.1 0.00
C 0.281 -0.689 1.489 -0.7 -0.4 0.5 0.00
H -1.520 -0.342 3.677 0.3 -0.4 0.1 0.00
C 1.281 -1.363 -2.128 0.2 -0.2 -0.6 0.00
H 0.364 0.910 -2.357 0.2 -0.1 0.0 0.00
H -1.131 -0.184 0.031 -0.4 0.0 0.2 0.00
H 0.936 -1.251 -3.155 -0.1 -0.2 -0.1 0.00
H 0.371 -0.531 2.564 -0.2 0.0 0.0 0.00
H 0.414 -1.618 -1.519 0.1 0.1 0.1 0.00
H 0.647 2.850 -1.162 -0.3 0.0 -0.6 0.00
C 1.596 2.391 -1.440 -1.0 -0.8 0.1 0.00
H 2.080 3.018 -2.188 0.2 -0.2 0.2 0.00
N -1.083 -0.392 1.018 2.1 -0.1 0.7 0.00
H 0.490 -1.739 1.286 0.3 0.0 0.0 0.00



(3)
81
Properties=species:S:1:pos:R:3:forces:R:3:mulliken_charge:R:1 method="wB97M-V/def2-TZVPD" e_homo_ev=-9.543 multiplicity=1 lumo_energy_ev=-0.84 smiles="O=S1(=O)C[C@@H](CCCCl)CCO1.O=[N+]([O-])c1ccccc1.O=[N+]([O-])c1ccccc1.O=[N+]([O-])c1ccccc1.O=[N+]([O-])c1ccccc1" homo_lumo_gap_ev=8.7023
H 2.903 2.661 -6.202 0.0 0.0 0.0 0.38
H 0.561 3.757 -1.986 0.1 0.1 0.0 0.43
C 0.882 -0.969 0.525 0.1 0.5 0.4 0.04
H 2.697 8.440 2.697 -0.3 0.0 -0.1 0.39
O -1.820 5.311 3.675 1.1 0.2 -2.7 -0.67
H -0.356 5.330 -0.231 -0.1 0.1 0.5 0.39
H -2.253 -11.722 -1.615 0.0 0.2 0.0 0.44
C -0.149 7.437 1.804 -0.4 -0.5 -1.6 0.67
C -1.297 5.736 0.174 -0.4 1.0 -1.2 -0.66
C 1.872 9.037 2.291 -0.4 0.9 -0.2 -0.93
C 1.635 1.940 -4.627 0.0 0.0 0.0 -0.48
H 1.717 -12.678 -2.876 0.0 0.0 0.0 0.37
C -1.082 -10.092 -2.399 0.5 -0.5 -0.1 0.14
N -2.138 -9.103 -2.194 -0.1 0.1 0.0 1.04
H 1.696 7.581 0.721 -0.3 0.4 -0.1 0.22
H -1.386 -6.555 -0.420 0.0 0.1 0.0 0.46
C -0.011 0.832 1.826 0.2 -0.2 -0.1 -0.57
H 1.207 5.661 1.737 -0.4 -0.1 0.0 0.43
H 1.417 1.928 2.993 -0.1 0.0 0.0 0.47
C -1.807 -5.135 1.128 0.1 0.1 -0.1 -0.13
H -2.673 -8.373 0.650 0.0 0.0 0.0 0.29
H 0.756 6.272 3.366 -0.2 -0.6 -0.2 0.40
C -3.249 -7.186 2.341 0.1 0.1 -0.1 -0.60
H 1.556 0.944 -5.044 0.0 0.0 0.0 0.40
O -1.864 4.878 1.176 1.4 0.3 1.3 -0.42
O -2.957 -3.461 4.027 -0.2 0.0 0.3 -0.62
C 0.979 2.248 -3.442 0.1 0.0 -0.1 -0.68
Cl 1.255 8.490 4.896 -0.5 0.6 -0.4 -0.21
C 2.352 0.357 1.869 -0.2 0.0 0.0 -0.47
H -0.850 1.423 2.158 0.0 0.0 0.0 0.49
N 0.677 -2.085 -0.394 0.0 0.0 0.0 1.12
C 0.129 -9.690 -2.943 0.1 0.1 -0.1 -0.30
C 0.394 6.075 2.346 -0.8 0.9 -0.2 -1.19
H 0.006 9.788 3.235 0.2 -0.3 0.3 0.34
H -0.827 7.762 -0.271 -0.2 -0.1 0.3 0.47
C 2.489 4.185 -4.756 0.1 0.0 -0.1 -0.48
H 0.393 1.493 -2.934 0.0 0.0 0.0 0.49
C -0.208 -0.213 0.935 -0.1 0.0 0.0 -0.20
O 2.544 6.658 -3.645 0.2 0.2 -0.2 -0.60
C 1.073 3.524 -2.908 -0.1 0.0 0.1 0.01
C -3.174 -5.944 2.954 -0.1 -0.1 0.1 -0.43
O -1.784 -2.742 2.383 0.2 0.3 -0.2 -0.59
H 2.341 9.894 1.773 -0.1 -0.4 0.2 0.43
H 0.298 -8.662 -3.230 -0.2 0.0 0.1 0.44
H 3.010 -1.280 0.656 -0.1 -0.1 -0.1 0.48
H 0.687 9.009 0.470 -0.2 -0.2 0.3 0.52
C -1.175 7.209 0.614 0.6 -0.5 0.5 -0.95
H 3.346 0.581 2.233 0.0 0.0 0.0 0.39
S -0.968 4.880 2.548 -0.7 -2.0 4.0 1.12
H 2.088 -10.325 -3.531 0.0 0.0 0.0 0.37
C -2.607 -7.404 1.128 0.0 0.0 0.0 -0.15
H -1.204 -0.428 0.576 0.1 -0.2 0.0 0.49
C 1.137 -10.627 -3.114 -0.1 -0.1 0.1 -0.46
O -1.918 -7.963 -2.539 0.1 0.3 -0.1 -0.60
O 1.331 6.061 -1.984 -0.2 0.1 0.4 -0.64
H -1.246 -4.342 0.652 -0.1 0.1 0.1 0.42
C 1.063 9.630 3.476 0.8 -0.3 -0.2 -0.52
H 3.076 4.933 -5.270 -0.1 0.1 0.1 0.45
C 1.824 4.483 -3.575 -0.1 -0.6 -0.2 0.06
O 1.643 -2.748 -0.709 0.3 -0.2 -0.1 -0.65
N -2.395 -3.611 2.965 0.0 0.0 0.0 1.02
O -3.173 -9.477 -1.687 -0.2 -0.2 0.1 -0.60
C -0.294 -12.343 -2.211 0.1 0.2 -0.1 -0.46
H -2.151 7.608 0.926 0.1 -0.3 -0.3 0.22
C 1.268 1.116 2.295 0.1 -0.1 0.0 -0.51
C -1.884 -6.382 0.524 -0.1 -0.1 0.2 -0.41
C 0.927 -11.950 -2.746 0.0 0.0 0.0 -0.41
H -3.810 -7.984 2.809 0.0 0.0 0.0 0.38
O -0.450 -2.295 -0.792 -0.3 0.0 -0.1 -0.63
H 1.468 10.596 3.798 0.0 -0.4 0.0 0.39
H -0.456 -13.375 -1.929 0.0 0.0 0.0 0.37
C -1.307 -11.412 -2.034 -0.1 -0.1 0.1 -0.35
N 1.907 5.836 -3.029 0.1 0.0 -0.1 1.07
H -0.719 7.920 2.605 0.4 0.0 -0.1 0.56
C -2.457 -4.929 2.337 0.0 -0.6 -0.3 -0.09
H -3.675 -5.780 3.897 0.1 0.2 0.0 0.45
H -2.001 5.714 -0.673 0.1 -0.2 0.4 0.49
C 1.014 8.288 1.228 0.8 -0.4 1.1 -0.95
C 2.164 -0.692 0.980 0.2 0.0 0.0 -0.45
C 2.391 2.905 -5.281 -0.1 0.0 0.2 -0.44
O -0.397 3.547 2.826 -0.6 2.2 -1.6 -0.53



(4)
11
Properties=species:S:1:pos:R:3:forces:R:3:mulliken_charge:R:1 method="wB97M-V/def2-TZVPD" e_homo_ev=-8.761 multiplicity=1 e_above_lowest_ev=2.358 lumo_energy_ev=-0.61 smiles="O=C1C=NS/C1=C/O" homo_lumo_gap_ev=8.1506
O 0.794 2.056 -0.098 0.8 -0.7 0.1 -0.53
S -1.264 -1.249 -0.031 1.0 -0.1 -0.2 0.02
O 2.783 -0.250 0.001 -3.9 0.1 0.1 -0.40
C 1.566 -0.978 0.018 1.4 0.8 0.8 -0.15
N -2.200 0.170 -0.073 1.3 0.7 0.8 -0.42
C 0.353 -0.418 0.086 0.2 0.6 -0.8 0.02
C 0.136 1.059 0.025 -3.2 -0.2 0.2 0.53
H 1.723 -2.043 0.151 -0.1 -0.1 -0.4 0.33
C -1.441 1.187 0.098 0.7 0.9 0.2 -0.10
H -1.799 2.209 0.353 -0.2 -0.8 -0.7 0.35
H 3.399 -0.934 -0.082 2.0 -1.3 -0.2 0.33